[1]
Below is a molecular structure, C31H28F6GaO4SbSe2Te2, with properties calculated with ωB97M-V with the def2-TZVPD basis set.

As for the charge: -1. The gap between HOMO and LUMO (spin up / spin down) is 6.148 / 4.715 eV. The spin multiplicity is 2. The energy above the lowest of the compared OMol25 structures with the same formula, charge and spin is 0.0 kJ/mol. The LUMO energy (spin up / spin down) is 0.000 / -0.049 hartree.

Structure (XYZ):
```
75
Properties=species:S:1:pos:R:3:forces:R:3
Ga -9.494742 -0.435515 14.489076 -0.53 1.08 0.91
Se -7.716848 -1.716758 15.600052 0.57 0.57 -0.72
Te -6.236568 -1.002555 13.747381 -1.21 -0.86 -0.53
Te -7.954687 -1.948350 11.585526 1.35 0.68 0.73
Se -10.156077 -1.671456 12.583951 -0.67 -0.64 -0.15
C -12.296621 5.207187 15.268630 -1.57 0.19 -0.80
C -11.531777 4.327007 16.231367 0.58 0.55 0.01
C -11.207107 5.086167 17.493246 0.79 -0.54 0.48
O -10.210777 4.044784 15.667885 -1.09 0.53 0.12
C -10.054106 2.660574 15.439299 -0.44 0.41 0.98
C -11.444256 2.090979 15.754226 0.56 -1.56 -0.18
O -12.184887 3.100962 16.435574 0.94 -0.31 -0.37
C -11.384095 0.722931 16.527794 -0.85 0.47 0.73
O -10.521170 -0.219872 15.972059 0.47 0.25 -0.41
C -12.805115 0.058363 16.497858 0.82 -0.61 1.49
C -12.886491 -1.174584 17.257036 0.22 1.56 -1.11
C -14.141300 -1.699292 17.519779 0.96 0.42 0.32
C -15.272163 -1.032838 17.097164 -1.18 -0.67 -0.18
C -15.158480 -0.000935 16.188136 -1.15 0.69 0.26
C -13.947137 0.619303 15.924936 0.60 -1.09 0.66
C -10.948786 1.005560 17.999417 -0.67 0.05 0.88
C -11.814572 1.724270 18.892678 0.45 0.20 0.13
C -11.500275 1.840066 20.263433 -0.59 -0.39 -0.71
C -10.450049 1.093314 20.819306 0.09 1.80 -0.02
C -9.596464 0.467669 19.953983 0.56 -0.36 -0.46
C -9.783448 0.469234 18.569911 -1.22 -0.23 0.47
C -9.472403 2.502698 14.039267 1.93 0.74 -0.99
O -9.225366 1.176244 13.634916 -0.53 -0.09 0.46
C -8.035973 3.136661 13.972389 1.45 -0.25 -0.45
C -7.258207 2.885597 12.792245 -0.10 0.06 1.93
C -5.858585 2.972351 12.795511 -0.87 0.14 -0.99
C -5.157530 3.487311 13.867047 -1.15 -0.17 1.09
C -5.947413 3.838246 14.996009 2.78 0.39 0.39
C -7.312953 3.693534 15.047118 -1.00 -0.30 0.24
C -10.296174 3.238198 12.976236 -0.21 -0.99 0.18
C -11.081700 2.444894 12.151059 -0.76 0.36 -1.58
C -11.872285 3.086954 11.166167 0.53 0.23 0.43
C -11.913612 4.480653 11.094455 -0.47 -0.62 -0.93
C -11.095543 5.252579 11.897314 0.10 0.06 -0.38
C -10.248272 4.617826 12.776282 1.09 0.90 1.16
H -11.702600 6.087541 15.052666 0.24 0.08 -0.22
H -13.299074 5.625974 15.643406 1.39 -1.02 -0.17
H -12.471210 4.651102 14.316217 0.01 0.49 0.71
H -10.810731 6.028751 17.139812 0.54 0.20 0.16
H -10.454955 4.509855 18.077191 -0.49 0.53 -0.32
H -12.026195 5.353269 18.129178 -0.81 -0.23 0.25
H -9.349390 2.302168 16.200157 0.15 -0.35 -0.25
H -11.947434 1.790475 14.859653 -0.43 0.30 -1.07
H -11.950129 -1.638769 17.618746 -0.89 0.42 -0.20
H -14.234391 -2.569435 18.129304 0.04 -0.50 0.37
H -16.255338 -1.384437 17.491425 0.75 0.33 -0.75
H -16.057906 0.451662 15.766750 0.11 -0.12 0.17
H -13.974240 1.525871 15.357163 0.32 0.34 -0.25
H -12.714067 2.269806 18.532344 0.82 -0.75 0.15
H -12.146910 2.480613 20.876903 0.30 -0.39 -0.13
H -10.126687 1.258733 21.848328 -0.49 -0.43 -0.06
H -8.743155 -0.089980 20.324412 -0.03 0.10 0.08
H -9.075804 -0.149250 18.070779 0.15 -0.15 -0.97
H -7.712776 2.506518 11.905517 -0.50 -0.34 -0.34
H -5.399203 2.605470 11.875701 0.32 0.32 0.28
H -4.071984 3.541760 13.869010 -0.23 0.06 0.11
H -5.373404 4.171010 15.919051 -1.01 -0.22 -1.21
H -7.788256 3.991859 15.990419 -0.07 -0.33 -0.51
H -10.996774 1.347176 12.119141 -0.07 0.69 0.43
H -12.385704 2.549655 10.372969 -0.07 -0.25 0.41
H -12.518825 4.905972 10.282188 0.23 0.09 0.54
H -11.053741 6.330744 11.772982 -0.02 -0.12 0.06
H -9.498568 5.260073 13.323189 -0.98 -1.01 -0.39
F -9.022652 -3.984992 16.709027 -0.21 -0.19 0.48
Sb -9.924295 -4.312731 18.362254 -0.90 0.10 2.03
F -8.366733 -5.004220 19.255571 -0.33 0.48 -0.76
F -9.565829 -2.517260 19.024531 0.30 -0.79 -0.98
F -10.834767 -4.443139 20.039288 0.05 -0.33 -0.36
F -11.590268 -3.674238 17.634898 0.91 -0.57 -0.08
F -10.398425 -6.139706 17.986733 0.27 0.93 -0.29
```
Positions in Å, forces in eV/Å.

[2]
Below is a molecular structure, C31H28N5O6S2Sr, with properties calculated with ωB97M-V with the def2-TZVPD basis set.

As for the charge: -1. The gap between HOMO and LUMO is 7.539 eV. The energy above the lowest of the compared OMol25 structures with the same formula, charge and spin is 6.2 kJ/mol. The LUMO energy is 0.085 hartree.

Structure (XYZ):
```
73
Properties=species:S:1:pos:R:3:forces:R:3
Sr 0.207814 -0.489556 0.638242 0.11 0.02 -1.24
C -1.689976 -4.522796 -7.324254 -0.03 0.01 -0.07
C -1.441203 -4.452275 -5.843238 0.04 0.04 0.06
C -1.813268 -5.495886 -5.001883 -0.01 -0.02 -0.01
C -1.573652 -5.436817 -3.637540 0.00 -0.03 0.05
C -0.946990 -4.326946 -3.091854 -0.02 0.00 -0.08
C -0.573467 -3.276773 -3.916024 0.05 0.09 0.03
C -0.821003 -3.341464 -5.277898 -0.01 -0.03 -0.02
S -0.612192 -4.261264 -1.335724 0.06 -0.21 0.01
O 0.793285 -4.571474 -1.183908 -0.05 0.00 0.00
O -1.547748 -5.197163 -0.741155 0.06 0.12 -0.01
N -0.817177 -2.753364 -0.913608 -0.50 0.17 -0.02
C -2.078612 -2.174986 -1.018514 0.65 -0.22 0.13
C -3.267355 -2.766390 -1.479174 -0.19 0.11 -0.01
C -4.411907 -1.995215 -1.508368 -0.01 -0.09 -0.02
C -4.394736 -0.673728 -1.075476 0.11 0.14 0.06
C -3.187686 -0.173231 -0.622557 -0.10 -0.14 -0.09
N -2.071351 -0.896489 -0.612422 -0.08 0.26 0.09
H -2.639009 -5.012189 -7.545902 0.00 -0.01 0.02
H -0.905377 -5.087652 -7.833072 0.02 -0.01 0.03
H -1.713666 -3.525613 -7.763760 0.00 0.00 -0.01
H -2.308088 -6.367300 -5.416257 -0.01 0.00 -0.02
H -1.880626 -6.241524 -2.983034 0.00 0.00 0.02
H -0.108045 -2.397935 -3.486402 0.00 -0.01 0.02
H -0.536481 -2.508970 -5.911139 0.00 0.00 -0.01
H -3.302992 -3.802265 -1.774689 0.07 -0.04 0.01
H -5.335222 -2.440765 -1.860751 0.00 0.01 0.00
H -5.278540 -0.052103 -1.070156 -0.04 -0.04 -0.02
H -3.087327 0.836824 -0.240017 -0.03 0.01 0.00
C -0.525599 -7.175494 4.541445 -0.08 -0.06 0.03
C -0.138048 -5.747216 4.274008 0.02 0.03 -0.07
C 0.305218 -4.918683 5.295582 0.01 0.01 0.06
C 0.658904 -3.595391 5.051531 -0.04 -0.09 0.01
C 0.570357 -3.099289 3.765401 -0.07 0.10 -0.08
C 0.136553 -3.915044 2.726543 -0.04 -0.08 -0.04
C -0.217743 -5.226299 2.981225 0.01 -0.01 0.06
S 0.994558 -1.404824 3.426527 0.32 0.07 0.13
O 1.728033 -0.908708 4.573517 -0.03 -0.04 -0.06
O 1.797838 -1.527351 2.180388 0.23 -0.18 0.26
N -0.320684 -0.677117 3.071401 -0.08 0.30 0.10
C -0.624606 0.637193 3.650297 -0.25 -0.14 0.28
C -0.837950 1.808063 2.649891 0.14 -0.31 0.19
O -1.074589 2.908566 3.142503 -0.01 0.07 -0.03
O -0.751711 1.533340 1.402649 -0.07 0.10 0.00
H -0.477941 -7.406232 5.606071 0.00 0.01 0.00
H 0.125390 -7.877980 4.017212 0.03 0.04 -0.02
H -1.544641 -7.368217 4.200225 0.00 -0.01 0.01
H 0.378852 -5.312715 6.303510 0.00 0.01 0.00
H 1.007522 -2.956017 5.850863 0.02 0.04 -0.02
H 0.079337 -3.546043 1.709962 0.03 0.04 0.00
H -0.556182 -5.847542 2.159833 -0.01 0.00 -0.01
H 0.144456 0.940167 4.363785 -0.01 0.09 -0.03
H -1.558608 0.571634 4.217732 0.01 0.04 0.01
C 3.898097 -2.917283 -0.939654 0.01 0.00 0.00
C 4.942147 -2.277118 -0.297637 -0.04 0.01 -0.01
C 4.810862 -0.937065 0.031279 -0.03 0.00 0.00
C 3.630115 -0.279229 -0.288582 -0.03 0.15 0.04
N 2.621995 -0.897037 -0.910313 -0.11 -0.02 0.11
C 2.758178 -2.181825 -1.225751 -0.06 0.01 0.00
C 3.392927 1.152878 0.088377 0.11 -0.16 -0.14
C 4.439202 2.004848 0.427628 -0.05 0.02 -0.02
C 4.147567 3.308114 0.794565 -0.04 -0.01 0.00
C 2.825825 3.719026 0.820883 0.01 -0.01 -0.01
C 1.845300 2.805289 0.466815 -0.09 -0.01 -0.03
N 2.122079 1.558571 0.089283 -0.08 -0.14 0.32
H 3.926363 -3.968635 -1.188036 0.02 0.00 0.00
H 5.841468 -2.815718 -0.028036 0.01 -0.01 0.00
H 5.595924 -0.429607 0.572321 0.01 -0.01 0.01
H 1.902548 -2.660640 -1.684565 0.05 -0.01 0.01
H 5.461509 1.657912 0.402734 0.02 0.01 -0.01
H 4.943939 3.988922 1.067159 0.01 0.00 0.00
H 2.540787 4.715915 1.125645 0.03 0.01 0.01
H 0.790224 3.049804 0.521505 0.01 0.02 0.02
```
Positions in Å, forces in eV/Å.

[3]
Below is a molecular structure, C31H28N6OPS5Se2W, with properties calculated with ωB97M-V with the def2-TZVPD basis set.

As for the charge: -1. The gap between HOMO and LUMO (spin up / spin down) is 5.341 / 5.338 eV. The energy above the lowest of the compared OMol25 structures with the same formula, charge and spin is 260.7 kJ/mol. The LUMO energy (spin up / spin down) is 0.051 / 0.051 hartree.

Structure (XYZ):
```
75
Properties=species:S:1:pos:R:3:forces:R:3
W 0.492631 0.760695 -0.482631 0.18 0.23 0.28
S -1.892018 1.059232 -1.341634 0.46 0.09 0.33
C -1.803667 1.981196 -2.826560 0.15 -0.11 0.02
C -2.968969 2.175745 -3.570012 0.09 -0.04 0.01
C -2.943382 2.933765 -4.726389 -0.15 -0.01 -0.03
C -1.753457 3.511599 -5.153384 0.10 0.06 -0.04
C -0.592377 3.314869 -4.427722 0.00 -0.03 0.04
C -0.603816 2.545031 -3.264414 -0.11 -0.08 0.23
S 0.908956 2.298663 -2.409666 0.03 -0.31 0.04
H -3.886996 1.718473 -3.220338 -0.03 0.02 -0.05
H -3.852231 3.070386 -5.300462 0.00 0.02 0.02
H -1.727618 4.116165 -6.051874 -0.02 -0.02 -0.01
H 0.346600 3.750950 -4.747392 -0.02 0.02 -0.04
Se -0.674613 0.657600 1.676591 -0.45 0.04 0.48
P -0.822502 -1.702114 -0.715762 0.45 -0.66 -1.51
Se 0.479866 -1.011780 -2.376792 -0.09 -0.27 0.11
C -0.086551 -3.298876 -0.149908 -0.03 0.30 0.28
C 0.847157 -4.032858 -0.874428 -0.08 -0.03 0.02
C 1.375797 -5.201894 -0.347765 0.01 -0.02 -0.06
C 0.971154 -5.654274 0.899900 0.03 -0.02 0.05
C 0.042989 -4.925579 1.629094 -0.05 -0.04 0.04
C -0.478475 -3.748329 1.111044 0.08 -0.02 -0.06
C -2.314997 -2.394208 -1.530510 -0.22 0.29 0.37
C -3.417213 -2.602631 -0.701137 0.02 -0.03 -0.13
C -4.576468 -3.170108 -1.207194 -0.02 -0.02 0.09
C -4.647807 -3.516708 -2.548263 -0.02 0.00 -0.05
C -3.564033 -3.279089 -3.382502 0.01 -0.03 -0.04
C -2.399871 -2.718519 -2.878476 0.02 0.02 0.08
H 1.159724 -3.679940 -1.848488 0.05 0.04 0.01
H 2.115540 -5.756875 -0.912870 -0.04 -0.02 -0.01
H 1.384429 -6.569552 1.306012 0.00 0.01 0.00
H -0.274583 -5.273860 2.604795 0.02 0.02 0.00
H -1.180201 -3.161032 1.693033 0.00 -0.01 0.02
H -3.360451 -2.304041 0.339846 -0.04 -0.03 0.01
H -5.423403 -3.338395 -0.552943 -0.01 0.01 -0.02
H -5.549631 -3.963594 -2.948287 -0.01 0.02 0.01
H -3.626133 -3.531009 -4.434209 0.01 0.00 0.00
H -1.555164 -2.518636 -3.525372 -0.02 0.00 -0.04
S 2.163742 2.075079 0.968153 -0.35 -0.03 0.03
C 3.602884 1.105642 1.038263 0.18 -0.11 -0.62
C 4.351106 0.976485 2.196511 0.05 0.05 0.16
C 5.529644 0.230151 2.222322 -0.10 -0.12 -0.95
C 6.228249 0.068283 3.444108 0.27 -0.09 0.59
N 6.761627 -0.065733 4.456265 -0.01 0.02 -0.07
C 5.994782 -0.381188 1.028818 -0.88 0.64 0.47
C 5.249456 -0.233991 -0.139271 0.25 -0.14 -0.06
C 4.053201 0.469154 -0.149369 -0.47 0.16 0.32
S 3.039670 0.572416 -1.538009 -0.23 -0.12 0.02
C 7.134676 -1.220035 1.048377 0.59 -0.45 -0.06
N 8.032379 -1.941705 1.054386 -0.05 0.10 -0.01
H 4.002677 1.450212 3.105573 0.01 -0.02 0.02
H 5.591084 -0.703311 -1.054244 0.01 -0.03 0.05
S -0.288972 3.569125 -0.073613 0.20 0.43 0.04
C -1.450613 3.999154 1.093902 0.02 -0.34 -0.37
N -1.438900 5.246246 1.602615 -0.13 0.11 0.28
C -2.260602 5.639450 2.738015 -0.02 -0.08 -0.11
C -2.591817 4.396280 3.551375 -0.02 0.00 -0.09
C -3.244591 3.370819 2.637236 0.15 0.09 -0.09
N -2.401054 3.155498 1.469440 -0.34 0.44 0.24
H -0.692775 5.837267 1.281803 0.09 -0.06 0.04
H -3.181612 6.121976 2.390767 -0.01 0.01 0.07
H -1.704957 6.359456 3.338649 0.01 0.02 -0.03
H -3.246531 4.647921 4.385633 -0.02 -0.01 0.00
H -1.666582 3.966730 3.941440 0.00 0.04 0.07
H -4.234001 3.714594 2.318058 -0.02 -0.05 0.07
H -3.350089 2.413704 3.148305 -0.04 -0.03 -0.03
H -2.281346 2.193364 1.155754 0.13 -0.02 -0.06
N 1.684571 -1.189821 2.696591 0.38 -0.25 0.56
C 2.057735 -1.496816 1.455347 -0.72 0.62 0.28
N 2.978357 -2.453968 1.260663 0.35 -0.31 0.03
O 1.516232 -0.953757 0.470805 0.50 -0.09 -0.77
H 2.098058 -1.624841 3.501611 0.07 -0.03 -0.08
H 0.927828 -0.518779 2.812378 -0.11 0.14 -0.25
H 3.567685 -2.762176 2.013555 -0.04 0.01 0.02
H 3.320619 -2.573372 0.324878 -0.01 0.09 -0.14
```
Positions in Å, forces in eV/Å.

no.,F_max (eV/Å),calculated total energy (eV)
1,2.839,-261296.437
2,1.240,-74849.776
3,1.713,-239578.336